C33H35F3GeN4O3ReSSb | the ωB97M-V functional and the def2-TZVPD basis

energy relative to the best compared isomer or geometry (same formula, charge and spin)	13.70	kJ/mol
E_tot	-4816.38186	a.u.
total charge	-1
LUMO energy (alpha / beta)	2.3459 / 2.3413	eV
2S+1	2
expectation value of S²	0.77
gap between HOMO and LUMO (alpha / beta)	4.9 / 5.8	eV

```
82
C33H35F3GeN4O3ReSSb the ωB97M-V functional and the def2-TZVPD basis
Re -0.58 0.75 0.70
F -2.27 1.11 5.87
C -0.94 1.22 5.94
F -0.59 0.76 7.17
F -0.66 2.54 5.95
C -0.22 0.49 4.86
C 0.75 -0.44 5.18
C 1.42 -1.13 4.16
C 1.08 -0.86 2.86
N 0.17 0.07 2.53
C -0.49 0.77 3.51
S -1.60 1.89 2.84
H 0.98 -0.65 6.22
H 2.17 -1.87 4.38
H 1.52 -1.38 2.02
C -1.25 -3.64 3.70
Sb -2.72 -2.08 3.45
C -4.26 -3.47 2.83
C -3.27 -2.14 5.54
H -1.68 -4.47 4.26
H -0.40 -3.23 4.25
H -0.91 -3.97 2.72
H -4.31 -4.31 3.53
H -4.02 -3.84 1.84
H -5.22 -2.97 2.79
H -3.62 -3.14 5.81
H -4.03 -1.41 5.78
H -2.38 -1.91 6.14
N -1.65 1.79 -0.74
C -2.19 2.28 -1.63
N -2.78 2.79 -2.70
C -3.11 4.22 -2.72
C -4.57 4.41 -2.32
O -5.42 3.64 -3.15
C -5.14 2.25 -3.02
C -3.72 1.94 -3.45
H -2.96 4.59 -3.74
H -2.44 4.75 -2.05
H -4.87 5.45 -2.44
H -4.70 4.12 -1.27
H -5.86 1.72 -3.64
H -5.28 1.94 -1.97
H -3.59 2.16 -4.51
H -3.46 0.90 -3.26
C 0.87 0.47 -0.26
Ge 2.28 0.03 -1.44
C 1.51 0.23 -3.24
C 0.62 1.29 -3.45
C 0.02 1.47 -4.69
C 0.30 0.59 -5.73
C 1.17 -0.47 -5.53
C 1.77 -0.64 -4.29
C 3.81 1.24 -1.24
C 4.92 1.19 -2.08
C 5.98 2.08 -1.92
C 5.94 3.03 -0.91
C 4.84 3.09 -0.06
C 3.78 2.20 -0.23
C 2.89 -1.82 -1.20
C 4.22 -2.15 -0.96
C 4.60 -3.47 -0.73
C 3.64 -4.48 -0.73
C 2.31 -4.16 -0.95
C 1.94 -2.84 -1.19
H 0.40 1.97 -2.64
H -0.66 2.30 -4.85
H -0.17 0.73 -6.70
H 1.38 -1.16 -6.33
H 2.44 -1.48 -4.13
H 4.96 0.46 -2.88
H 6.83 2.02 -2.59
H 6.77 3.72 -0.78
H 4.81 3.83 0.73
H 2.92 2.25 0.43
H 4.98 -1.38 -0.94
H 5.64 -3.71 -0.54
H 3.93 -5.50 -0.55
H 1.55 -4.93 -0.92
H 0.89 -2.60 -1.31
O -0.96 -2.43 0.50
N -1.98 -1.94 0.05
O -2.08 -0.65 0.12
```

Partial atomic charges computed with the Mulliken method, in multiples of e:
1. Re 0.253
2. F -0.187
3. C 0.495
4. F -0.333
5. F -0.252
6. C 0.040
7. C -0.141
8. C -1.017
9. C -0.045
10. N -0.051
11. C 0.434
12. S -0.530
13. H 0.450
14. H 0.373
15. H 0.495
16. C -1.290
17. Sb 0.624
18. C -1.344
19. C -1.379
20. H 0.482
21. H 0.349
22. H 0.297
23. H 0.360
24. H 0.342
25. H 0.378
26. H 0.425
27. H 0.378
28. H 0.332
29. N -0.554
30. C 0.606
31. N 0.092
32. C -0.654
33. C -0.501
34. O -0.412
35. C -0.543
36. C -0.612
37. H 0.313
38. H 0.475
39. H 0.365
40. H 0.302
41. H 0.357
42. H 0.330
43. H 0.252
44. H 0.488
45. C -1.022
46. Ge 2.125
47. C -0.121
48. C -0.573
49. C -0.549
50. C -0.550
51. C -0.541
52. C -0.320
53. C -0.159
54. C -0.188
55. C -0.666
56. C -0.390
57. C -0.540
58. C -0.436
59. C 0.086
60. C -0.518
61. C -0.557
62. C -0.378
63. C -0.658
64. C -0.299
65. H 0.476
66. H 0.412
67. H 0.375
68. H 0.378
69. H 0.387
70. H 0.421
71. H 0.369
72. H 0.363
73. H 0.388
74. H 0.313
75. H 0.343
76. H 0.366
77. H 0.360
78. H 0.400
79. H 0.318
80. O -0.308
81. N -0.008
82. O -0.338

C29H17Cl5NOPdS | the ωB97M-V functional and the def2-TZVPD basis

energy relative to the best compared isomer or geometry (same formula, charge and spin)	125.74	kJ/mol
E_tot	-4072.29661	a.u.
total charge	-1
LUMO energy (alpha / beta)	2.2880 / 2.2882	eV
gap between HOMO and LUMO (alpha / beta)	6.7 / 6.7	eV

```
55
C29H17Cl5NOPdS the ωB97M-V functional and the def2-TZVPD basis
Pd -0.30 -2.02 0.22
Cl 2.50 -3.38 -0.17
C 2.03 -3.38 1.48
C 0.75 -2.86 1.70
C 0.29 -2.80 3.00
Cl -1.29 -2.12 3.16
C 1.05 -3.24 4.08
Cl 0.45 -3.17 5.69
C 2.33 -3.74 3.83
Cl 3.32 -4.22 5.15
C 2.83 -3.81 2.53
Cl 4.41 -4.43 2.27
N -1.47 -3.45 -0.48
C -2.35 -2.54 -0.77
C -3.78 -2.65 -0.50
C -4.26 -3.61 0.41
C -5.61 -3.76 0.63
C -6.52 -2.96 -0.04
C -6.07 -2.02 -0.95
C -4.72 -1.86 -1.18
C -1.78 -1.30 -1.35
C -0.78 -1.34 -2.36
C -0.28 -0.17 -2.89
C -0.76 1.07 -2.48
C -1.75 1.12 -1.50
C -2.27 -0.03 -0.95
H -3.54 -4.22 0.94
H -5.95 -4.50 1.34
H -7.58 -3.08 0.14
H -6.78 -1.41 -1.49
H -4.38 -1.14 -1.91
H -0.43 -2.31 -2.72
H 0.48 -0.21 -3.65
H -0.37 1.98 -2.89
H -2.12 2.08 -1.17
H -3.02 0.03 -0.17
C 5.31 5.39 -0.01
C 4.47 6.61 -0.26
O 4.79 7.73 0.06
S 2.97 6.37 -1.19
C 2.54 4.66 -0.86
C 2.81 3.65 -1.77
C 2.43 2.36 -1.50
C 1.75 2.05 -0.31
C 1.50 3.08 0.60
C 1.88 4.37 0.33
C 1.29 0.74 -0.04
C 0.82 -0.34 0.26
H 5.87 5.50 0.91
H 6.01 5.30 -0.85
H 4.71 4.48 0.03
H 3.34 3.89 -2.69
H 2.64 1.57 -2.21
H 0.97 2.85 1.51
H 1.67 5.16 1.03
```

Partial atomic charges computed with the Mulliken method, in multiples of e:
1. Pd -0.042
2. Cl -0.183
3. C 1.018
4. C -1.331
5. C 0.964
6. Cl -0.178
7. C -0.262
8. Cl -0.217
9. C 0.691
10. Cl -0.215
11. C -0.207
12. Cl -0.218
13. N -1.120
14. C 1.136
15. C 0.024
16. C -0.573
17. C -0.549
18. C -0.373
19. C -0.733
20. C -0.353
21. C 0.015
22. C 0.160
23. C -0.624
24. C -0.296
25. C -0.927
26. C -0.314
27. H 0.456
28. H 0.375
29. H 0.379
30. H 0.370
31. H 0.453
32. H 0.438
33. H 0.383
34. H 0.425
35. H 0.382
36. H 0.620
37. C -0.806
38. C 0.633
39. O -0.560
40. S -0.111
41. C -0.679
42. C -0.203
43. C -0.366
44. C 0.704
45. C -0.596
46. C -0.104
47. C -0.115
48. C -0.985
49. H 0.299
50. H 0.228
51. H 0.280
52. H 0.439
53. H 0.465
54. H 0.478
55. H 0.429

C5H13N2O | the ωB97M-V functional and the def2-TZVPD basis

energy relative to the best compared isomer or geometry (same formula, charge and spin)	567.47	kJ/mol
E_tot	-382.64550	a.u.
total charge	+1
LUMO energy	-7.8362	eV
gap between HOMO and LUMO	5.8	eV

```
21
C5H13N2O the ωB97M-V functional and the def2-TZVPD basis
C -1.60 -1.10 -0.78
O -0.52 -1.77 -0.96
C -1.26 0.10 0.35
C -0.03 0.92 0.02
C 1.34 0.23 0.40
C 2.35 0.31 -0.75
N 1.19 -1.11 0.89
N -2.35 0.87 0.49
H -2.44 -1.67 -0.40
H -1.87 -0.48 -1.62
H 0.87 -1.80 0.19
H -1.03 -0.53 1.26
H -0.02 1.87 0.54
H -0.03 1.20 -1.04
H 1.89 0.27 -1.74
H 3.11 -0.48 -0.69
H 1.20 -1.25 1.88
H 1.69 0.86 1.21
H -3.20 0.44 0.81
H -2.22 1.86 0.58
H 2.93 1.24 -0.64
```

Partial atomic charges computed with the Mulliken method, in multiples of e:
1. C -0.471
2. O -0.440
3. C 0.273
4. C -1.093
5. C 0.413
6. C -1.456
7. N -0.405
8. N -0.313
9. H 0.394
10. H 0.359
11. H 0.259
12. H 0.288
13. H 0.481
14. H 0.432
15. H 0.377
16. H 0.379
17. H 0.246
18. H 0.394
19. H 0.274
20. H 0.241
21. H 0.369

C5H11ClNOP | the ωB97M-V functional and the def2-TZVPD basis

energy relative to the best compared isomer or geometry (same formula, charge and spin)	291.22	kJ/mol
E_tot	-1128.55318	a.u.
total charge	0
LUMO energy	0.6376	eV
gap between HOMO and LUMO	9.6	eV

```
20
C5H11ClNOP the ωB97M-V functional and the def2-TZVPD basis
C -0.90 -0.85 -0.44
C -1.72 -1.24 -1.59
C -0.14 2.17 1.43
C 1.95 -1.74 0.43
C -1.12 2.21 0.52
N -0.09 0.25 -0.68
O -0.95 -1.39 0.62
P 1.28 -0.04 0.01
Cl 2.57 1.07 -0.98
H -2.65 -0.61 -1.68
H -2.03 -2.30 -1.73
H -1.02 -1.08 -2.34
H -0.18 1.48 2.24
H 1.00 0.84 1.21
H 0.67 2.94 1.24
H 1.53 -1.72 1.47
H 3.05 -1.66 0.31
H 1.56 -2.58 -0.28
H -1.78 1.43 0.54
H -1.03 2.80 -0.30
```

Partial atomic charges computed with the Mulliken method, in multiples of e:
1. C 0.746
2. C -1.167
3. C -0.892
4. C -0.828
5. C -0.443
6. N -0.389
7. O -0.587
8. P 0.474
9. Cl -0.259
10. H 0.239
11. H 0.330
12. H 0.350
13. H 0.444
14. H 0.043
15. H 0.327
16. H 0.313
17. H 0.396
18. H 0.285
19. H 0.315
20. H 0.304